Formula: C5H5N
Source: OMol25
Level of theory: ωB97M-V/def2-TZVPD

For the HOMO-LUMO gap, the calculation gives 11.166 eV. The value obtained for the total energy is -6752.52433 eV. The total charge is 0. The HOMO energy is -10.24 eV.

XYZ file:
```
11
C5H5N | OMol25 | ωB97M-V/def2-TZVPD
C 0.624 1.297 0.013
C -0.043 -0.089 0.015
C -1.566 0.161 0.007
N -2.694 0.326 0.044
C 0.374 -1.407 -0.630
C 0.257 -1.427 0.663
H 1.737 1.197 -0.142
H 0.210 1.788 0.816
H 0.324 1.771 -0.826
H 0.650 -1.745 -1.593
H 0.125 -1.872 1.633
```



Formula: C5H4O2
Source: OMol25
Level of theory: ωB97M-V/def2-TZVPD

For the HOMO-LUMO gap (spin up / spin down), the calculation gives 7.843 / 7.843 eV. The value obtained for the total energy is -9340.45082 eV. The total charge is 0. The HOMO energy (spin up / spin down) is -8.65 / -8.65 eV.

XYZ file:
```
11
C5H4O2 | OMol25 | ωB97M-V/def2-TZVPD
O 2.228 -1.220 0.617
C 1.227 -0.690 0.238
C 1.009 0.651 -0.236
C -0.247 1.144 -0.279
C -1.453 0.329 -0.146
C -1.130 -1.038 -0.087
O 0.042 -1.521 0.217
H 1.878 1.226 -0.503
H -0.456 2.219 -0.327
H -1.291 0.750 0.885
H -1.806 -1.850 -0.380
```



Formula: C16H16ClN3O3
Source: OMol25
Level of theory: ωB97M-V/def2-TZVPD

For the HOMO-LUMO gap, the calculation gives 9.477 eV. The value obtained for the total energy is -39987.85013 eV. The total charge is 0. The HOMO energy is -9.00 eV.

XYZ file:
```
39
C16H16ClN3O3 | OMol25 | ωB97M-V/def2-TZVPD
O -2.577 1.514 1.135
C -1.502 1.976 0.796
C -1.302 2.551 -0.618
O 0.046 2.500 -1.034
C 0.553 1.279 -1.409
C -0.067 0.440 -2.327
C 0.533 -0.744 -2.717
C 1.754 -1.117 -2.184
C 2.390 -0.294 -1.271
C 1.794 0.895 -0.894
Cl 2.603 1.934 0.223
N -0.392 2.056 1.534
C -0.126 1.543 2.863
C -1.042 0.384 3.280
N -1.223 -0.595 2.231
C -0.201 -1.135 1.535
O 0.970 -1.018 1.844
C -0.625 -1.950 0.352
C -1.747 -1.654 -0.418
C -2.027 -2.465 -1.507
N -1.289 -3.504 -1.855
C -0.218 -3.777 -1.131
C 0.163 -3.032 -0.027
H -1.980 2.031 -1.302
H -1.571 3.611 -0.607
H -1.017 0.725 -2.754
H 0.040 -1.378 -3.437
H 2.215 -2.046 -2.481
H 3.339 -0.571 -0.843
H 0.419 2.450 1.067
H 0.908 1.190 2.860
H -0.227 2.348 3.600
H -0.590 -0.096 4.154
H -2.030 0.759 3.543
H -2.146 -0.616 1.825
H -2.380 -0.806 -0.201
H -2.888 -2.274 -2.134
H 0.359 -4.633 -1.455
H 1.048 -3.270 0.542
```



Formula: C4H11N3O2
Source: OMol25
Level of theory: ωB97M-V/def2-TZVPD

For the HOMO-LUMO gap, the calculation gives 9.924 eV. The value obtained for the total energy is -12890.29300 eV. The total charge is 0. The HOMO energy is -9.25 eV.

XYZ file:
```
20
C4H11N3O2 | OMol25 | ωB97M-V/def2-TZVPD
H -1.799 0.959 0.694
N -1.038 0.393 0.407
C -1.108 0.295 -0.867
N 0.155 -0.108 -1.470
N -2.153 0.721 -1.731
C -2.082 0.502 -3.148
H 0.804 -0.194 -0.674
H 0.308 -0.742 -2.207
H -3.083 0.915 -1.286
H -1.045 0.634 -3.533
H -2.480 1.304 -3.704
H -2.236 -0.441 -3.643
C 2.086 0.011 3.357
C 2.348 -0.942 2.203
O 3.393 -1.275 1.740
O 1.256 -1.682 1.875
H 1.723 -0.505 4.133
H 1.258 0.708 2.976
H 3.005 0.719 3.484
H 0.688 -1.273 1.396
```



Formula: C20H41AlN2OP3
Source: OMol25
Level of theory: ωB97M-V/def2-TZVPD

For the HOMO-LUMO gap, the calculation gives 4.965 eV. The value obtained for the total energy is -60873.16501 eV. The total charge is +3. The HOMO energy is -14.84 eV.

XYZ file:
```
68
C20H41AlN2OP3 | OMol25 | ωB97M-V/def2-TZVPD
Al 0.057 -0.646 0.527
P 0.063 1.952 -1.898
P -2.307 -0.062 0.520
P 2.165 -1.111 -0.580
H -2.859 -8.483 0.958
C -1.834 -8.593 1.322
C -1.476 -8.283 2.571
H -2.191 -7.953 3.329
C -0.399 1.481 -3.559
C -1.091 3.153 -1.240
C 1.697 2.691 -1.907
C -3.141 -1.291 1.581
C -2.952 1.475 1.260
C -3.236 -0.191 -1.041
C 2.783 -2.661 0.160
C 3.668 -0.079 -0.453
C 2.083 -1.514 -2.363
H -1.107 -9.015 0.620
H -0.434 -8.401 2.888
H -0.392 2.375 -4.200
H -1.406 1.044 -3.546
H 0.319 0.744 -3.943
H -1.024 4.085 -1.819
H -0.857 3.377 -0.191
H -2.121 2.780 -1.308
H 1.983 2.941 -2.938
H 2.446 2.008 -1.493
H 1.704 3.618 -1.316
H -4.193 -0.994 1.707
H -2.650 -1.330 2.564
H -3.090 -2.286 1.123
H -3.981 1.628 0.903
H -2.344 2.342 0.981
H -2.960 1.393 2.354
H -4.312 -0.116 -0.818
H -3.038 -1.165 -1.510
H -2.952 0.605 -1.745
H 3.838 -2.802 -0.117
H 2.191 -3.521 -0.177
H 2.702 -2.593 1.252
H 4.547 -0.733 -0.373
H 3.632 0.542 0.447
H 3.797 0.569 -1.329
H 2.934 -2.154 -2.642
H 2.103 -0.599 -2.973
H 1.153 -2.058 -2.576
C -0.429 -3.330 1.126
C -0.885 -3.594 -0.195
C -0.999 -4.916 -0.608
C -0.618 -5.949 0.247
C -0.244 -5.678 1.570
C -0.170 -4.374 2.031
O -0.142 -2.094 1.567
H 0.043 0.751 -1.033
H -1.112 -2.759 -0.873
H -1.390 -5.137 -1.604
H -0.667 -6.969 -0.099
H -0.062 -6.482 2.277
H 0.153 -4.106 3.040
N 0.329 1.680 3.805
C 1.346 2.324 3.095
C 1.452 1.686 1.907
N 0.531 0.630 1.901
C -0.138 0.673 3.056
H -0.007 1.915 4.732
H 1.909 3.157 3.477
H 2.099 1.866 1.061
H -0.941 0.003 3.362
```



Formula: C8H7N
Source: OMol25
Level of theory: ωB97M-V/def2-TZVPD

For the HOMO-LUMO gap, the calculation gives 9.137 eV. The value obtained for the total energy is -9892.66852 eV. The total charge is 0. The HOMO energy is -8.76 eV.

XYZ file:
```
16
C8H7N | OMol25 | ωB97M-V/def2-TZVPD
C 1.568 1.170 -1.223
C -0.838 2.288 0.592
C -0.334 2.034 -0.546
C 0.751 -1.168 0.049
C 1.272 0.341 0.089
C -0.159 0.735 0.338
C -0.627 -0.558 0.341
C -1.941 -1.168 0.706
N 0.703 2.080 -1.521
H 2.527 1.147 -1.851
H 0.702 -1.641 -1.060
H 1.126 -1.904 0.700
H 1.946 0.671 0.931
H -2.238 -1.833 -0.056
H -2.649 -0.432 0.872
H -1.808 -1.763 1.640
```